Entry 1:
{"formula": "C10H16", "method": "ωB97M-V/def2-TZVPD", "symbols": ["C", "C", "C", "C", "C", "C", "C", "H", "H", "H", "H", "H", "H", "H", "H", "C", "C", "C", "H", "H", "H", "H", "H", "H", "H", "H"], "xyz": [[1.305, 1.994, 0.190], [0.731, 0.903, 0.934], [1.610, -0.116, 1.365], [1.144, -1.318, 1.933], [-0.190, -1.472, 2.165], [-1.111, -0.495, 1.744], [-0.581, 0.770, 1.372], [2.146, 1.884, -0.463], [1.673, 2.892, 0.725], [0.631, 2.349, -0.630], [2.644, -0.090, 1.219], [1.951, -2.028, 2.072], [-0.481, -2.376, 2.747], [-2.206, -0.636, 1.921], [-1.435, 1.434, 1.166], [0.250, -0.259, -3.335], [-0.612, -0.242, -1.998], [-2.183, -0.067, -2.298], [0.655, -1.247, -3.567], [-0.277, 0.023, -4.244], [0.975, 0.549, -3.117], [-0.481, 0.451, -1.319], [-0.554, -1.244, -1.578], [-2.209, -0.578, -3.299], [-2.341, 0.974, -2.382], [-2.868, -0.542, -1.682]], "homo_energy_ha": -0.3285, "homo_lumo_gap_ev": 9.912, "smiles": "Cc1ccccc1.CCC", "e_lumo_ha": 0.036}

=====

Entry 2:
{"formula": "C5H12AgFO2", "method": "ωB97M-V/def2-TZVPD", "symbols": ["F", "C", "O", "C", "C", "H", "H", "H", "H", "H", "H", "H", "Ag", "C", "O", "C", "H", "H", "H", "H", "H"], "xyz": [[1.180, 2.229, -0.373], [-0.056, -0.866, 2.061], [0.296, 0.178, 1.143], [0.114, 1.513, 1.626], [1.151, 2.426, 1.040], [0.151, -1.860, 1.648], [0.545, -0.705, 2.961], [-1.146, -0.821, 2.165], [0.221, 1.535, 2.719], [-0.899, 1.812, 1.320], [2.165, 2.175, 1.368], [0.918, 3.478, 1.223], [1.564, -0.067, -0.723], [-0.539, -2.168, -2.868], [-1.113, -1.755, -1.659], [-0.795, -0.431, -1.305], [-0.767, -3.231, -3.007], [-0.945, -1.594, -3.719], [0.559, -2.022, -2.865], [-1.595, -0.103, -0.624], [-1.008, 0.276, -2.131]], "total_charge": 1, "s2": 0.755, "homo_energy_ha": [-0.4710, -0.5356], "spin_multiplicity": 2, "homo_lumo_gap_ev": [8.323, 9.021], "e_lumo_ha": [-0.165, -0.204]}

=====

Entry 3:
{"formula": "C32H39Cl2N3O2Ta", "method": "ωB97M-V/def2-TZVPD", "symbols": ["Ta", "C", "C", "C", "C", "C", "C", "C", "C", "C", "C", "C", "C", "N", "C", "O", "C", "C", "C", "C", "C", "N", "C", "O", "N", "C", "C", "C", "C", "C", "C", "C", "C", "C", "C", "C", "C", "H", "H", "H", "H", "H", "H", "H", "H", "H", "H", "H", "H", "H", "H", "H", "H", "H", "H", "H", "H", "H", "H", "H", "H", "H", "H", "H", "H", "H", "H", "H", "H", "H", "H", "H", "H", "H", "Cl", "C", "Cl", "H", "H"], "xyz": [[-0.146, -0.742, 0.697], [2.002, -3.846, -2.328], [0.625, -3.178, -2.285], [-0.505, -4.224, -2.307], [0.430, -2.222, -3.421], [0.701, -2.578, -4.704], [0.367, -1.730, -5.785], [-0.183, -0.453, -5.632], [-0.449, 0.020, -4.382], [-0.623, 1.481, -4.108], [0.758, 2.153, -4.301], [-1.683, 2.140, -4.994], [-0.342, -0.952, -3.246], [-1.029, -0.834, -2.168], [-2.224, -0.066, -2.225], [-2.958, -0.173, -3.168], [-2.636, 0.695, -1.003], [-3.762, 1.492, -1.115], [-4.219, 2.204, -0.012], [-3.530, 2.078, 1.183], [-2.407, 1.274, 1.206], [-1.940, 0.595, 0.146], [-1.621, 1.102, 2.465], [-1.951, 1.534, 3.523], [-0.415, 0.369, 2.250], [0.639, 0.680, 3.214], [1.430, 1.808, 3.000], [2.401, 2.088, 3.965], [2.565, 1.288, 5.078], [1.750, 0.179, 5.271], [0.770, -0.133, 4.345], [-0.110, -1.352, 4.515], [0.551, -2.590, 4.095], [-0.476, -1.681, 6.002], [1.250, 2.751, 1.828], [0.638, 4.072, 2.305], [2.566, 2.987, 1.083], [2.134, -4.457, -1.436], [2.812, -3.117, -2.371], [2.098, -4.517, -3.181], [0.542, -2.614, -1.355], [-0.468, -4.810, -3.225], [-1.489, -3.761, -2.235], [-0.379, -4.911, -1.470], [1.152, -3.536, -4.923], [0.606, -2.067, -6.789], [-0.284, 0.184, -6.500], [-0.891, 1.615, -3.056], [1.037, 2.157, -5.354], [1.548, 1.656, -3.736], [0.694, 3.187, -3.964], [-1.489, 1.965, -6.051], [-1.658, 3.218, -4.839], [-2.682, 1.769, -4.768], [-4.274, 1.533, -2.067], [-5.097, 2.831, -0.087], [-3.830, 2.578, 2.094], [3.032, 2.958, 3.842], [3.321, 1.533, 5.812], [1.871, -0.419, 6.165], [-1.057, -1.243, 3.984], [1.584, -2.760, 4.391], [0.803, -2.525, 2.677], [-0.048, -3.487, 3.937], [0.384, -2.000, 6.588], [-1.245, -2.448, 6.054], [-0.863, -0.758, 6.433], [0.546, 2.302, 1.116], [1.303, 4.577, 3.006], [-0.317, 3.915, 2.811], [0.479, 4.745, 1.462], [3.275, 3.540, 1.699], [2.391, 3.582, 0.186], [3.044, 2.051, 0.792], [1.561, -0.124, -0.654], [1.314, -1.928, 1.825], [-1.558, -2.506, 0.676], [2.138, -1.375, 2.273], [1.724, -2.774, 1.259]], "total_charge": 3, "homo_energy_ha": -0.6175, "homo_lumo_gap_ev": 5.267, "e_lumo_ha": -0.424}

=====

no.,maximum force (hartree/bohr)
1,0.137
2,0.074
3,0.018